# C12H11NO

The molecule C12H11NO at a distorted geometry (wB97M-V/def2-TZVPD, the OMol25 dataset).

Its SMILES is COc1cccc(-c2cccnc2)c1. The value obtained for the total energy is -16156.2284 eV. The gap between HOMO and LUMO comes out at 9.37 eV. The highest occupied orbital energy comes out at -8.877 eV. As for the energy relative to the best compared isomer or geometry (same formula, charge and spin): 3.7557 eV.

CARTESIAN COORDINATES (ANGSTROEM)
1 O -0.8837 -1.3184 -3.1362
2 N 1.9231 2.4837 1.3691
3 C 0.4668 2.1262 3.1566
4 C -0.6641 -1.4914 0.9489
5 C 0.2089 0.8702 1.1547
6 C -0.1073 -0.3499 -3.7983
7 C 1.3968 1.4332 0.8065
8 C -0.3435 -0.3330 -1.0759
9 C 1.6802 2.6779 2.7554
10 C -1.3446 -2.6038 -1.1760
11 C -0.9608 -1.4453 -1.7591
12 C -0.3223 -0.3647 0.3357
13 C -1.1608 -2.5569 0.2957
14 C -0.2415 1.3387 2.3173
15 H -0.5644 -1.5505 2.1301
16 H -0.1465 -0.6149 -4.8110
17 H -1.5435 -3.4942 -1.8418
18 H -0.6335 0.7469 -3.7463
19 H 0.2488 2.4358 4.1667
20 H 2.4103 3.2136 3.2980
21 H 0.9543 -0.4158 -3.3156
22 H -1.1563 0.9082 2.6748
23 H -1.0430 -3.6265 0.8215
24 H 1.7784 1.3769 -0.2211
25 H 0.0485 0.5541 -1.3497

***

# C5H12NO

A cluster of 2 separate species, C5H12NO in total at a distorted geometry (wB97M-V/def2-TZVPD, the OMol25 dataset).

The spin multiplicity is 2. The value obtained for the total energy is -8906.8414 eV. As for the net charge: -2. The gap between HOMO and LUMO (alpha / beta) comes out at 3.59 / 4.88 eV. The highest occupied orbital energy (alpha / beta) comes out at 3.130 / 1.841 eV. As for the energy relative to the best compared isomer or geometry (same formula, charge and spin): 5.8158 eV.

CARTESIAN COORDINATES (ANGSTROEM)
1 O -3.6771 0.1155 0.7631
2 N -1.3608 0.5197 0.7306
3 C -2.5667 -0.2500 0.1796
4 C 0.5649 -0.0492 -0.7866
5 C 2.4975 1.1727 1.2418
6 C -0.1239 -0.2688 0.4430
7 C 0.2276 -1.0095 -1.9355
8 H -2.5047 -0.0230 -1.0159
9 H 3.2162 1.6916 2.0130
10 H -1.7155 0.3913 1.7062
11 H 3.2088 0.9530 0.4648
12 H 0.6223 -2.0087 -1.8149
13 H 0.2847 -1.2904 0.9886
14 H 1.5249 0.2884 1.4698
15 H 1.6648 1.8428 0.8210
16 H 0.4809 1.0335 -0.9849
17 H 0.4733 -0.6078 -3.0022
18 H -0.6877 -1.1049 -1.3139
19 H -2.1295 -1.3963 0.0324

***

# C4H7NO2

A cluster of 2 separate species, C4H7NO2 in total (wB97M-V/def2-TZVPD, the OMol25 dataset).

Its SMILES is C[C@H]1CN1.O=C=O. The value obtained for the total energy is -9845.7580 eV. The gap between HOMO and LUMO comes out at 10.88 eV. The highest occupied orbital energy comes out at -10.094 eV. As for the energy relative to the best compared isomer or geometry (same formula, charge and spin): 1.5217 eV.

CARTESIAN COORDINATES (ANGSTROEM)
1 O 0.9206 -1.4414 1.2802
2 O 2.9906 -0.6628 0.5757
3 N 0.9078 0.5431 -0.2050
4 C -0.4830 0.2708 -0.6776
5 C -0.1842 1.3795 0.2484
6 C 1.8513 -0.8723 0.8187
7 C -1.3834 -0.8863 -0.2381
8 H -0.6054 0.5065 -1.7284
9 H -1.0333 -1.8761 -0.5391
10 H -1.5632 -0.9110 0.8408
11 H -2.3554 -0.7236 -0.7290
12 H 1.5571 1.0353 -0.8194
13 H -0.4133 1.2465 1.3021
14 H -0.2060 2.3918 -0.1292

***

What is the energy relative to the best compared isomer or geometry (same formula, charge and spin) in the first record? 3.7557 eV

***

energy relative to the best compared isomer or geometry (same formula, charge and spin) of number 3 (C4H7NO2)? 1.5217 eV

***

Repeat the third record exactly.
# C4H7NO2

A cluster of 2 separate species, C4H7NO2 in total (wB97M-V/def2-TZVPD, the OMol25 dataset).

Its SMILES is C[C@H]1CN1.O=C=O. The value obtained for the total energy is -9845.7580 eV. The gap between HOMO and LUMO comes out at 10.88 eV. The highest occupied orbital energy comes out at -10.094 eV. As for the energy relative to the best compared isomer or geometry (same formula, charge and spin): 1.5217 eV.

CARTESIAN COORDINATES (ANGSTROEM)
1 O 0.9206 -1.4414 1.2802
2 O 2.9906 -0.6628 0.5757
3 N 0.9078 0.5431 -0.2050
4 C -0.4830 0.2708 -0.6776
5 C -0.1842 1.3795 0.2484
6 C 1.8513 -0.8723 0.8187
7 C -1.3834 -0.8863 -0.2381
8 H -0.6054 0.5065 -1.7284
9 H -1.0333 -1.8761 -0.5391
10 H -1.5632 -0.9110 0.8408
11 H -2.3554 -0.7236 -0.7290
12 H 1.5571 1.0353 -0.8194
13 H -0.4133 1.2465 1.3021
14 H -0.2060 2.3918 -0.1292